[1]
{
  "formula": "C3H5NO3",
  "method": "ωB97M-V/def2-TZVPD",
  "symbols": ["C", "C", "C", "O", "N", "O", "O", "H", "H", "H", "H", "H"],
  "positions_angstrom": [[-0.754, 0.479, -1.345], [-0.334, 0.296, -0.107], [-1.088, -0.319, 1.067], [1.018, 0.823, 0.291], [2.048, 0.063, -0.021], [1.770, -1.015, -0.439], [3.083, 0.551, 0.117], [-0.086, 0.828, -2.144], [-1.670, -0.064, -1.653], [-2.214, -0.557, 0.889], [-0.520, -1.268, 1.256], [-1.253, 0.182, 2.090]],
  "forces_ev_per_a": [[0.3285, -1.1589, -0.5083], [0.1894, 1.0466, 1.4475], [-1.2358, -1.0460, 0.9572], [-3.7299, 1.7469, 0.4510], [-2.0102, -1.8480, -1.1282], [0.1670, -2.1811, -0.6039], [3.6709, 1.7419, 0.7512], [-0.3830, 0.0315, 0.5350], [0.4212, 0.8883, 0.3140], [2.1397, 0.1518, -0.6162], [-0.8099, 0.5797, 0.1461], [1.2521, 0.0474, -1.7455]],
  "nbo_charge": [-0.422, 0.294, -0.702, -0.363, 0.750, -0.409, -0.332, 0.227, 0.227, 0.241, 0.240, 0.250],
  "lumo_ev": 0.8,
  "gap_ev": 11.29,
  "multiplicity": 1,
  "e_homo_ev": -10.5
}

[2]
{
  "formula": "C3H5NO3S",
  "method": "ωB97M-V/def2-TZVPD",
  "symbols": ["O", "C", "C", "O", "C", "S", "N", "O", "H", "H", "H", "H", "H"],
  "positions_angstrom": [[1.323, -0.294, -1.439], [0.925, -1.150, -0.684], [-0.085, -0.875, 0.453], [0.656, -0.516, 1.588], [-1.163, 0.118, 0.036], [-2.714, -0.348, -0.281], [-0.763, 1.385, -0.108], [0.538, 1.788, 0.077], [1.338, -2.186, -0.710], [-0.609, -1.829, 0.680], [0.976, 0.392, 1.441], [-1.428, 2.104, -0.353], [1.007, 1.412, -0.699]],
  "forces_ev_per_a": [[-0.0494, -0.3423, 0.0797], [-0.0270, 0.0796, 0.0976], [-0.4154, -0.9615, -0.3521], [0.1595, 0.3228, 0.1883], [-0.0212, 0.1205, -0.1358], [0.3300, 0.0712, 0.0970], [-0.6682, -0.3527, 0.0442], [0.3784, 0.0933, -0.1268], [-0.1134, 0.3766, -0.0535], [0.3546, 0.6607, -0.0783], [-0.0284, -0.2182, 0.1112], [0.1240, 0.0669, -0.0239], [-0.0235, 0.0831, 0.1523]],
  "nbo_charge": [-0.547, 0.456, -0.081, -0.682, 0.067, -0.127, -0.287, -0.560, 0.138, 0.227, 0.490, 0.403, 0.504],
  "lumo_ev": -0.1,
  "gap_ev": 8.70,
  "multiplicity": 1,
  "e_homo_ev": -8.8
}

[3]
{
  "formula": "C3H5NOS",
  "method": "ωB97M-V/def2-TZVPD",
  "symbols": ["C", "C", "O", "N", "S", "C", "H", "H", "H", "H", "H"],
  "positions_angstrom": [[0.769, 0.015, 0.300], [0.366, 1.279, 0.401], [-0.868, 1.766, 0.128], [-1.721, 0.830, -0.529], [-1.840, -0.661, 0.324], [-0.124, -1.100, -0.127], [1.779, -0.235, 0.580], [0.998, 2.078, 0.755], [-2.633, 1.281, -0.544], [-0.111, -1.263, -1.206], [0.118, -2.028, 0.387]],
  "forces_ev_per_a": [[-0.1508, 0.0666, -0.1351], [0.0310, -0.1923, -0.0206], [-0.2678, 0.4149, 0.2336], [0.1824, -0.2333, -0.4291], [0.2660, -0.1362, 0.0756], [-0.5584, 0.0358, -0.0202], [0.1898, 0.1358, 0.0250], [0.0292, 0.0179, 0.0514], [0.2249, 0.0543, 0.1672], [0.0540, -0.1116, 0.0497], [-0.0003, -0.0519, 0.0026]],
  "nbo_charge": [-0.340, 0.139, -0.365, -0.482, 0.339, -0.557, 0.222, 0.201, 0.379, 0.232, 0.231],
  "lumo_ev": 0.8,
  "gap_ev": 9.27,
  "multiplicity": 1,
  "e_homo_ev": -8.5
}

[4]
{
  "formula": "C3H5NOS",
  "method": "ωB97M-V/def2-TZVPD",
  "symbols": ["C", "C", "C", "H", "H", "H", "H", "H", "N", "O", "S"],
  "positions_angstrom": [[-0.569, 0.909, 0.494], [0.687, 0.812, -0.465], [-0.369, -1.608, -0.003], [-1.075, 2.216, 0.928], [-0.362, 0.548, 1.681], [0.292, 0.247, -1.474], [1.584, 1.748, -1.033], [-1.008, -2.598, 0.043], [0.952, -1.557, 0.188], [1.595, -0.320, -0.080], [-1.725, -0.399, -0.280]],
  "forces_ev_per_a": [[-0.5033, 2.3987, 3.5071], [1.8209, -1.5134, -4.2120], [0.1554, -1.4561, 0.0964], [1.3768, -4.1051, -2.2594], [-0.1253, 0.6534, -3.6225], [0.5265, 2.3404, 2.0679], [-3.1413, -2.6373, 2.6883], [2.4258, 1.4624, 0.1921], [-3.7336, 0.9691, -1.2956], [-1.0070, 0.7037, 1.1888], [2.2051, 1.1842, 1.6488]],
  "nbo_charge": [-0.610, -0.177, -0.173, 0.271, 0.266, 0.206, 0.254, 0.232, -0.104, -0.390, 0.227],
  "lumo_ev": 0.3,
  "gap_ev": 9.22,
  "multiplicity": 1,
  "e_homo_ev": -8.9
}